1.
Formula: AgNO3
Source: the Open Molecules 2025 dataset
Level of theory: ωB97M-V/def2-TZVPD

ORCA input file:
```
! wB97M-V def2-TZVPD RIJCOSX def2/J DEFGRID3
* xyz 0 1
Ag 1.69 -1.35 0.35
N -0.45 0.36 -0.05
O -0.03 -0.15 -1.14
O 0.37 0.43 0.85
O -1.58 0.72 0.00
*
```

The HOMO energy comes out at -9.37 eV. The energy relative to the best compared isomer or geometry (same formula, charge and spin) is 0.0 kJ/mol. The max |F| comes out at 3.87 eV/Å.

And the natural (NBO) charges, in e, turn out to be: atom 1 (Ag): 0.91, atom 2 (N): 0.72, atom 3 (O): -0.61, atom 4 (O): -0.61, atom 5 (O): -0.40

=====

2.
Formula: C3H10NO3
Source: the Open Molecules 2025 dataset
Level of theory: ωB97M-V/def2-TZVPD

ORCA input file:
```
! wB97M-V def2-TZVPD RIJCOSX def2/J DEFGRID3
* xyz 1 1
C 0.32 0.30 -0.62
C 0.34 0.44 0.88
C -1.08 0.43 1.41
O -1.29 -0.75 2.05
O -1.94 1.25 1.26
N -0.40 -1.00 -1.04
H -0.31 1.08 -1.02
H 1.23 0.39 -1.22
H 0.90 1.35 1.11
H 0.99 -0.27 1.40
H -2.24 -0.87 2.16
H 0.26 -1.69 -1.41
H -0.98 -0.70 -1.82
H -1.00 -1.38 -0.32
H 4.09 -0.31 -2.44
H 3.27 -0.03 -3.69
O 3.19 -0.12 -2.74
*
```

The HOMO energy comes out at -14.85 eV. The energy relative to the best compared isomer or geometry (same formula, charge and spin) is 104.0 kJ/mol. The max |F| comes out at 1.56 eV/Å.

Atom charges from the natural (NBO) analysis, given in e for atoms 1 to 6: atom 1 (C): -0.22, atom 2 (C): -0.56, atom 3 (C): 0.77, atom 4 (O): -0.70, atom 5 (O): -0.52, atom 6 (N): -0.69

=====

3.
Formula: C47H45LiN7OP2
Source: the Open Molecules 2025 dataset
Level of theory: ωB97M-V/def2-TZVPD

ORCA input file:
```
! wB97M-V def2-TZVPD RIJCOSX def2/J DEFGRID3
* xyz 1 1
Li -0.50 0.38 -1.02
C 1.62 0.40 2.49
N 2.59 -0.46 1.86
C 3.12 0.08 0.56
P 2.29 -0.67 -0.98
C 3.06 -2.30 -1.21
C 3.29 -2.84 -2.50
C 4.05 -4.02 -2.61
C 4.51 -4.69 -1.47
C 4.15 -4.24 -0.21
C 3.45 -3.07 -0.07
C 3.18 0.31 -2.27
C 2.46 1.05 -3.17
C 3.11 1.76 -4.23
C 4.49 1.74 -4.28
C 5.21 0.99 -3.36
C 4.58 0.21 -2.40
C 3.58 -1.05 2.71
C 4.98 -0.79 2.61
C 5.90 -1.58 3.32
C 5.45 -2.54 4.20
C 4.08 -2.76 4.38
C 3.15 -2.04 3.66
P -0.13 0.25 1.72
C -0.88 1.75 2.22
C -0.14 2.92 2.42
C -0.79 4.06 2.95
C -2.17 4.13 2.99
C -2.92 2.96 2.80
C -2.28 1.80 2.43
C -0.92 -0.94 2.84
C -1.59 -2.08 2.38
C -2.32 -2.91 3.29
C -2.25 -2.73 4.66
C -1.51 -1.66 5.11
C -0.90 -0.72 4.25
H 1.98 1.42 2.46
H 1.63 0.13 3.58
H 4.16 -0.22 0.52
H 3.11 1.17 0.60
H 3.00 -2.30 -3.38
H 4.32 -4.43 -3.59
H 5.11 -5.63 -1.63
H 4.53 -4.80 0.63
H 3.15 -2.75 0.92
H 1.39 1.07 -3.17
H 2.62 2.25 -5.00
H 5.00 2.37 -5.01
H 6.30 0.93 -3.45
H 5.15 -0.38 -1.71
H 5.35 0.01 1.97
H 6.96 -1.41 3.23
H 6.18 -3.17 4.76
H 3.78 -3.44 5.14
H 2.07 -2.27 3.73
H 0.90 3.05 2.04
H -0.25 4.97 3.22
H -2.66 5.05 3.17
H -3.97 2.91 2.99
H -2.82 0.88 2.39
H -1.68 -2.21 1.30
H -2.83 -3.76 2.89
H -2.69 -3.42 5.36
H -1.46 -1.46 6.19
H -0.44 0.12 4.74
C -1.94 5.50 -3.05
N -1.31 4.30 -2.43
C -0.09 4.32 -1.65
C -0.03 2.81 -1.38
O 0.82 2.19 -0.67
N -1.07 2.10 -1.97
C -1.81 3.04 -2.63
N -2.94 2.80 -3.30
H -1.24 6.33 -2.86
H -2.98 5.66 -2.67
H -2.02 5.41 -4.17
H -0.15 4.89 -0.68
H 0.80 4.66 -2.19
H -3.49 1.94 -3.31
H -3.24 3.53 -3.95
C -1.66 -3.74 -1.67
C -0.89 -2.58 -1.49
N -1.45 -1.37 -1.45
C -2.77 -1.19 -1.75
C -3.62 -2.30 -2.08
C -3.01 -3.60 -2.04
C -4.98 -2.14 -2.62
C -5.82 -1.02 -2.67
C -6.02 -0.01 -1.65
C -5.73 -0.16 -0.28
C -6.06 0.97 0.47
N -6.64 2.05 0.00
C -6.90 2.07 -1.31
N -6.57 1.12 -2.17
H -1.19 -4.69 -1.54
H 0.19 -2.60 -1.36
H -3.15 -0.17 -1.63
H -3.57 -4.51 -2.19
H -5.33 -3.01 -3.16
H -6.44 -0.81 -3.55
H -5.32 -1.09 0.16
H -5.82 1.02 1.53
H -7.45 2.94 -1.63
*
```

The HOMO energy comes out at -9.70 eV. The max |F| comes out at 3.48 eV/Å.

Atom charges from the Löwdin analysis, given in e for atoms 1 to 6: atom 1 (Li): 0.47, atom 2 (C): -0.29, atom 3 (N): -0.20, atom 4 (C): -0.29, atom 5 (P): 1.05, atom 6 (C): -0.39

=====

4.
Formula: C3H11N2O
Source: the Open Molecules 2025 dataset
Level of theory: ωB97M-V/def2-TZVPD

ORCA input file:
```
! wB97M-V def2-TZVPD RIJCOSX def2/J DEFGRID3
* xyz 1 1
C -0.99 -0.37 -1.51
C -0.16 -1.42 -0.91
N 1.18 -0.81 -0.31
C 1.11 0.20 0.59
N 2.14 1.03 0.91
H -0.43 0.51 -1.79
H -1.48 -0.80 -2.39
H -1.84 -0.04 -0.91
H -0.67 -1.97 -0.11
H 0.17 -2.07 -1.70
H 1.96 -1.13 -0.85
H 0.19 0.48 1.29
H 3.08 0.72 0.59
H 2.29 1.46 1.88
H -1.91 2.20 1.75
H -2.77 0.86 1.83
O -1.87 1.17 1.62
*
```

The HOMO energy comes out at -15.14 eV. The energy relative to the best compared isomer or geometry (same formula, charge and spin) is 156.4 kJ/mol. The max |F| comes out at 3.48 eV/Å.

Atom charges from the natural (NBO) analysis, given in e for atoms 1 to 6: atom 1 (C): -0.66, atom 2 (C): -0.19, atom 3 (N): -0.54, atom 4 (C): 0.38, atom 5 (N): -0.74, atom 6 (H): 0.23

=====

5.
Formula: C30H30F3N3O2S
Source: the Open Molecules 2025 dataset
Level of theory: ωB97M-V/def2-TZVPD

ORCA input file:
```
! wB97M-V def2-TZVPD RIJCOSX def2/J DEFGRID3
* xyz 0 1
F 3.00 0.61 3.99
C 1.97 -0.24 3.81
F 2.15 -0.91 2.64
F 1.96 -1.15 4.81
S 0.37 0.73 3.80
C -0.73 -0.33 2.97
C -2.10 -0.26 3.40
C -2.88 -1.44 3.51
C -4.17 -1.39 4.00
C -4.76 -0.17 4.34
C -6.11 -0.14 4.80
N -7.24 -0.15 5.14
C -4.02 1.02 4.19
C -2.72 0.99 3.73
O 0.03 0.91 5.19
O 0.64 1.88 2.95
H -0.31 -1.25 2.57
H -2.40 -2.38 3.26
H -4.74 -2.31 4.14
H -4.47 1.98 4.45
H -2.16 1.92 3.58
C -2.94 -2.09 -5.17
N -3.38 -1.65 -3.86
C -4.70 -2.15 -3.51
C -5.25 -1.44 -2.29
C -4.25 -1.46 -1.14
C -2.87 -1.06 -1.57
C -2.55 -1.07 -2.96
C -1.32 -0.49 -3.38
C -0.41 -0.05 -2.45
C -0.60 -0.26 -1.05
C 0.38 0.03 -0.08
C 1.76 0.24 -0.37
C 2.55 1.08 0.46
C 3.85 1.44 0.13
C 4.43 0.98 -1.09
N 5.65 1.44 -1.49
C 6.25 0.95 -2.71
C 6.53 2.18 -0.61
C 5.76 3.08 0.34
C 4.64 2.32 1.05
C 3.69 0.07 -1.88
C 2.42 -0.33 -1.51
C -1.90 -0.71 -0.65
H -1.88 -1.87 -5.32
H -3.08 -3.17 -5.28
H -3.52 -1.59 -5.96
H -5.35 -2.00 -4.38
H -4.64 -3.24 -3.33
H -5.48 -0.40 -2.54
H -6.19 -1.92 -1.99
H -4.59 -0.79 -0.35
H -4.22 -2.47 -0.69
H -1.10 -0.38 -4.44
H 0.49 0.46 -2.80
H 0.04 0.18 0.94
H 2.09 1.51 1.34
H 5.57 1.06 -3.56
H 7.16 1.54 -2.91
H 6.53 -0.11 -2.64
H 7.15 1.47 -0.03
H 7.21 2.77 -1.24
H 6.45 3.49 1.08
H 5.33 3.91 -0.22
H 3.97 3.03 1.54
H 5.07 1.69 1.85
H 4.12 -0.31 -2.81
H 1.89 -1.06 -2.12
H -2.11 -0.79 0.42
*
```

The HOMO energy comes out at -6.15 eV. The max |F| comes out at 2.20 eV/Å.

Atom charges from the natural (NBO) analysis, given in e for atoms 1 to 6: atom 1 (F): -0.32, atom 2 (C): 0.73, atom 3 (F): -0.34, atom 4 (F): -0.31, atom 5 (S): 2.08, atom 6 (C): -0.89

=====

6.
Formula: C2H2FMgO
Source: the Open Molecules 2025 dataset
Level of theory: ωB97M-V/def2-TZVPD

ORCA input file:
```
! wB97M-V def2-TZVPD RIJCOSX def2/J DEFGRID3
* xyz 1 1
C -0.05 -0.43 0.56
C 0.56 0.39 -0.37
F 0.62 -1.22 1.42
O -1.03 -0.95 -0.14
H 1.62 0.60 -0.25
H 0.23 0.70 -1.36
Mg -1.94 0.92 0.14
*
```

The HOMO energy (alpha / beta) comes out at -13.26 / -13.26 eV. The energy relative to the best compared isomer or geometry (same formula, charge and spin) is 88.6 kJ/mol. The max |F| comes out at 6.35 eV/Å.

Atom charges from the natural (NBO) analysis, given in e for atoms 1 to 6: atom 1 (C): 0.56, atom 2 (C): -0.58, atom 3 (F): -0.26, atom 4 (O): -0.87, atom 5 (H): 0.23, atom 6 (H): 0.23

=====

7.
Formula: C17H24F6N7O4S3V
Source: the Open Molecules 2025 dataset
Level of theory: ωB97M-V/def2-TZVPD

ORCA input file:
```
! wB97M-V def2-TZVPD RIJCOSX def2/J DEFGRID3
* xyz 1 2
V 0.17 0.02 -0.05
C 2.08 -1.60 -2.03
C 2.30 -0.11 -2.23
N 1.06 0.66 -2.02
C 0.15 0.71 -3.18
C -0.56 -0.59 -3.56
S -1.43 -1.52 -2.27
C -0.52 -3.08 -2.19
C 0.46 -3.14 -1.02
N 1.22 -1.88 -0.86
H 3.04 -2.10 -1.94
H 1.61 -2.02 -2.91
H 2.73 0.07 -3.23
H 3.03 0.26 -1.51
H 1.34 1.63 -1.88
H 0.69 1.04 -4.07
H -0.60 1.47 -2.96
H 0.10 -1.29 -4.08
H -1.32 -0.31 -4.30
H -0.05 -3.27 -3.15
H -1.25 -3.88 -2.06
H 1.13 -3.99 -1.17
H -0.08 -3.30 -0.09
H 1.83 -2.03 -0.07
F 1.54 4.70 0.49
C 0.37 4.38 -0.05
F -0.34 5.48 -0.24
F 0.60 3.80 -1.24
S -0.54 3.20 1.03
O 0.23 1.97 0.83
O -0.52 3.75 2.34
N -1.97 3.13 0.44
S -2.38 2.27 -0.81
O -2.37 2.95 -2.06
O -1.77 0.95 -0.79
C -4.15 1.97 -0.40
F -4.69 1.26 -1.40
F -4.26 1.28 0.73
F -4.78 3.13 -0.28
N -4.03 -2.62 2.22
C -2.96 -1.81 2.44
C -2.08 -1.46 1.40
N -1.02 -0.70 1.62
C -0.82 -0.25 2.87
C -1.70 -0.59 3.88
N -2.76 -1.37 3.69
H -4.37 -2.72 1.28
H -4.71 -2.66 2.95
H -2.26 -1.78 0.38
H 0.02 0.41 3.04
H -1.54 -0.22 4.88
C 4.24 0.02 2.85
C 3.35 -1.04 2.92
C 2.25 -1.04 2.08
N 2.01 -0.07 1.18
C 2.89 0.94 1.12
C 4.00 1.03 1.93
H 5.10 0.06 3.50
H 3.49 -1.86 3.62
H 1.50 -1.82 2.14
H 2.67 1.72 0.40
H 4.65 1.89 1.85
*
```

The HOMO energy (alpha / beta) comes out at -10.32 / -9.70 eV. The energy relative to the best compared isomer or geometry (same formula, charge and spin) is 0.0 kJ/mol. The max |F| comes out at 0.92 eV/Å. Its expectation value of S² is 0.933.

Atom charges from the natural (NBO) analysis, given in e for atoms 1 to 6: atom 1 (V): 1.15, atom 2 (C): -0.24, atom 3 (C): -0.22, atom 4 (N): -0.68, atom 5 (C): -0.24, atom 6 (C): -0.53

=====

8.
Formula: C18H22N2O4S
Source: the Open Molecules 2025 dataset
Level of theory: ωB97M-V/def2-TZVPD

ORCA input file:
```
! wB97M-V def2-TZVPD RIJCOSX def2/J DEFGRID3
* xyz 0 1
C 7.43 1.89 -0.05
H 7.24 2.71 -0.76
O 6.77 0.72 -0.43
C 5.37 0.86 -0.47
C 4.75 -0.47 -0.90
C 5.00 -1.56 0.15
C 3.87 -1.36 1.16
N 2.79 -0.79 0.37
C 1.55 -0.74 0.89
O 1.32 -1.12 2.03
C 0.46 -0.20 0.04
N 0.56 0.15 -1.22
O -0.67 0.56 -1.62
C -1.53 0.46 -0.60
C -0.87 -0.03 0.50
H -1.24 -0.22 1.48
C -2.95 0.85 -0.82
H -2.99 1.89 -1.17
H -3.37 0.21 -1.61
O -3.65 0.71 0.40
C -5.03 0.68 0.30
C -5.73 1.69 0.95
C -7.11 1.73 0.91
C -7.81 0.76 0.20
C -7.12 -0.26 -0.42
C -5.74 -0.32 -0.36
S -4.94 -1.71 -1.15
C -3.99 -2.39 0.25
H -3.42 -3.22 -0.14
H -3.34 -1.63 0.66
H -4.69 -2.74 1.01
H -7.65 -1.04 -0.95
H -8.89 0.79 0.16
H -7.64 2.52 1.41
H -5.17 2.44 1.47
C 3.23 -0.39 -0.95
H 2.82 -1.08 -1.71
H 2.86 0.61 -1.19
H 4.15 -0.66 1.95
H 3.54 -2.28 1.63
H 4.92 -2.54 -0.31
H 5.99 -1.46 0.60
H 5.18 -0.74 -1.86
H 5.10 1.65 -1.20
H 4.99 1.17 0.51
H 8.50 1.67 -0.05
H 7.13 2.22 0.95
*
```

The HOMO energy comes out at -8.63 eV. Its SMILES is COC[C@H]1CCN(C(=O)c2cc(COc3ccccc3SC)on2)C1. The energy relative to the best compared isomer or geometry (same formula, charge and spin) is 293.9 kJ/mol. The max |F| comes out at 1.11 eV/Å.

Atom charges from the natural (NBO) analysis, given in e for atoms 1 to 6: atom 1 (C): -0.24, atom 2 (H): 0.16, atom 3 (O): -0.54, atom 4 (C): -0.06, atom 5 (C): -0.24, atom 6 (C): -0.41

=====

Let's list DFT total energy in order: -427.271456 -400.545033 -2966.603696 -305.393177 -2173.616066 -452.216452 -4084.058335 -1507.702066 hartree.